{
  "formula": "C14H24BNO28S5",
  "method": "the ωB97M-V functional and the def2-TZVPD basis",
  "symbols": ["N", "H", "H", "H", "H", "O", "C", "O", "B", "O", "C", "O", "O", "C", "O", "C", "O", "O", "C", "C", "O", "S", "O", "O", "O", "H", "H", "H", "H", "C", "C", "O", "S", "O", "O", "O", "H", "H", "H", "H", "C", "C", "O", "S", "O", "O", "O", "H", "H", "H", "H", "C", "C", "O", "S", "O", "O", "O", "H", "H", "H", "H", "C", "C", "O", "S", "O", "O", "O", "H", "H", "H", "H"],
  "positions_angstrom": [[-21.493, -8.271, 11.030], [-22.327, -8.678, 10.631], [-21.292, -7.483, 10.431], [-20.734, -8.922, 10.888], [-21.589, -8.112, 12.022], [-16.090, -6.539, 9.115], [-14.957, -6.164, 9.237], [-13.864, -6.631, 9.909], [-12.738, -5.668, 9.728], [-13.153, -4.941, 8.528], [-14.374, -5.042, 8.312], [-14.987, -4.482, 7.396], [-12.510, -4.868, 11.012], [-11.266, -5.002, 11.396], [-10.703, -4.310, 12.265], [-10.512, -5.895, 10.327], [-11.472, -6.426, 9.593], [-9.293, -6.273, 10.409], [-20.635, -3.313, 3.395], [-20.667, -4.735, 3.729], [-21.837, -5.338, 3.139], [-22.928, -4.241, 2.664], [-24.182, -4.408, 3.365], [-22.855, -4.045, 1.209], [-21.987, -2.985, 3.350], [-19.968, -2.905, 2.637], [-20.350, -2.828, 4.329], [-20.547, -4.831, 4.808], [-19.790, -5.281, 3.380], [-3.455, -2.344, 12.486], [-4.870, -1.703, 12.468], [-4.671, -0.660, 11.552], [-3.675, -1.080, 10.337], [-2.705, -0.149, 9.983], [-4.476, -1.713, 9.295], [-2.975, -2.349, 11.114], [-3.336, -3.376, 12.814], [-2.876, -1.783, 13.220], [-5.164, -1.302, 13.438], [-5.697, -2.274, 12.047], [-8.007, -6.473, 5.072], [-8.005, -5.000, 5.533], [-7.377, -4.302, 4.539], [-7.345, -5.197, 3.026], [-5.997, -5.094, 2.492], [-8.452, -4.615, 2.268], [-7.692, -6.667, 3.648], [-9.023, -6.797, 5.295], [-7.430, -7.192, 5.653], [-7.378, -4.973, 6.425], [-9.003, -4.563, 5.562], [-13.679, -1.260, 16.151], [-14.720, -2.380, 16.467], [-15.303, -1.873, 17.683], [-15.548, -0.221, 17.640], [-15.464, 0.429, 18.934], [-16.445, 0.103, 16.514], [-13.975, -0.157, 17.062], [-13.617, -0.948, 15.108], [-12.664, -1.608, 16.339], [-14.453, -3.429, 16.599], [-15.430, -2.366, 15.640], [-13.435, -11.510, 7.138], [-14.900, -11.953, 7.373], [-15.664, -11.537, 6.360], [-14.851, -11.734, 4.949], [-15.363, -10.770, 3.945], [-14.751, -13.185, 4.618], [-13.457, -11.227, 5.759], [-12.801, -12.388, 7.020], [-12.871, -10.867, 7.813], [-15.323, -11.624, 8.321], [-14.910, -13.039, 7.273]],
  "energy_ev": -128571.9522,
  "e_lumo_ev": -3.36,
  "homo_ev": -9.195,
  "orbital_gap_ha": 0.215
}